# C3H6N2O

The molecule C3H6N2O (ωB97M-V/def2-TZVPD, OMol25).

ORCA input file:
```
! RIJCOSX wB97M-V def2-TZVPD def2/J DEFGRID3
* xyz 0 1
H -1.883 0.866 -1.529
N -0.969 0.435 -1.643
C -0.409 0.233 -0.520
C -1.004 0.556 0.835
N 0.905 -0.248 -0.597
C 1.659 -1.003 0.265
O 2.769 -1.395 -0.017
H -1.520 1.518 0.752
H -0.257 0.647 1.627
H -1.749 -0.188 1.136
H 1.288 -0.182 -1.533
H 1.170 -1.238 1.225
*
```

Summary:
Relative energy (zero: lowest compared OMol25 entry of this formula, charge and spin)   62.2 kJ/mol
Molecular weight   86.09 g mol⁻¹
SMILES string   [H]/N=C(\C)NC=O
HOMO-LUMO gap   10.716 eV
Electronic energy   -302.66940 a.u.